Record 1
Here is 2 unconnected molecules or ions with the total composition C5H12NO2 from the Open Molecules 2025 dataset. Energies are from ωB97M-V with the def2-TZVPD basis set.

Summary:
Energy ... -402.859689 hartree
Relative energy (zero: lowest compared OMol25 entry of this formula, charge and spin) ... 106.53 kcal per mole
Gap between HOMO and LUMO ... 6.957 eV
Net charge ... -1
HOMO ... -3.0 eV

Each line ends with the natural charge from an NBO analysis.
Geometry (Å):
C  2.08059  -0.73339  0.51741  0.372
O  3.17952  -0.36838  0.11770  -0.673
C  1.09802  0.23415  1.04323  -0.110
C  0.59586  -0.07743  -0.41540  -0.502
C  1.09574  0.73127  -1.60129  -0.605
C  -2.91005  -0.00061  -0.14876  -0.205
O  -2.00844  -0.97735  0.12749  -0.980
N  0.04325  -0.11794  1.93327  -0.896
H  2.02477  -1.82459  0.63981  0.139
H  0.31426  -1.07339  -0.73043  0.278
H  1.39827  1.27611  1.09222  0.191
H  0.65070  0.28540  -2.48777  0.201
H  -0.44896  0.28284  -0.39962  0.327
H  2.17180  0.57641  -1.71605  0.215
H  0.75145  1.75958  -1.49825  0.196
H  -2.45216  0.96018  -0.53267  0.064
H  -3.67400  -0.30619  -0.88640  0.105
H  -3.40606  0.42750  0.75797  0.091
H  0.31839  -0.63909  2.74375  0.349
H  -0.82295  -0.41506  1.44379  0.444

---

Record 2
Here is 2 unconnected molecules or ions with the total composition C5H12NO2 from the Open Molecules 2025 dataset. Energies are from ωB97M-V with the def2-TZVPD basis set.

Summary:
Energy ... -402.783461 hartree
Relative energy (zero: lowest compared OMol25 entry of this formula, charge and spin) ... 30.70 kcal per mole
Gap between HOMO and LUMO (alpha / beta) ... 2.846 / 7.221 eV
Multiplicity ... 2
Net charge ... -2
Expectation value of S² ... 0.751
HOMO (alpha / beta) ... 4.0 / -0.4 eV

Each line ends with the Löwdin spin population.
Geometry (Å):
N  -0.11311  -1.33191  1.08625  0.017
C  -0.36965  -0.35657  2.16573  0.271
C  -0.78775  0.94759  1.53741  0.197
C  -0.44561  0.88523  0.04425  0.033
C  -0.04191  -0.58753  -0.22473  0.028
C  1.41715  -0.76952  -0.78252  0.005
O  1.47644  -0.80242  -2.15780  0.003
H  -0.85106  -2.02955  1.09312  0.066
H  -1.14956  -0.68486  2.87490  0.147
H  0.51971  -0.35168  2.79754  0.046
H  -1.87824  1.10858  1.54708  0.095
H  -0.35225  1.88439  1.91753  0.051
H  -1.24551  1.16589  -0.66194  0.017
H  0.41279  1.54788  -0.14089  0.005
H  -0.67416  -1.02180  -1.00567  0.011
H  2.05478  0.09136  -0.40070  0.002
H  1.84323  -1.73078  -0.38966  0.002
H  0.73313  0.22893  -2.73916  0.000
H  -0.74145  0.90191  -3.14960  0.002
O  0.19304  0.90486  -3.41114  0.004

---

Record 3
Here is a molecular structure, C5H12NOPS from the Open Molecules 2025 dataset. Energies are from ωB97M-V with the def2-TZVPD basis set.

Summary:
Energy ... -1067.135878 hartree
Relative energy (zero: lowest compared OMol25 entry of this formula, charge and spin) ... 71.88 kcal per mole
Gap between HOMO and LUMO (alpha / beta) ... 7.259 / 7.258 eV
Net charge ... 0
HOMO (alpha / beta) ... -8.4 / -8.4 eV

Each line ends with the natural charge from an NBO analysis.
Geometry (Å):
C  0.13944  0.72506  0.24308  -0.403
C  -3.33263  -0.45400  -0.40122  -0.623
C  2.82940  0.30806  1.29872  -0.952
C  2.10004  0.20378  -1.74485  -1.019
C  -2.25570  0.31234  -1.09735  -0.238
N  -0.96563  -0.18985  -1.10723  -0.642
O  1.31541  -1.68317  0.09397  -1.087
P  1.59747  -0.23579  -0.04832  1.863
S  -0.36771  2.10457  0.87724  0.189
H  -4.32762  0.04815  -0.61974  0.205
H  -3.52670  -1.43867  -0.58680  0.214
H  -3.07574  -0.28491  0.62132  0.206
H  2.32193  0.33276  2.20090  0.239
H  3.51545  -0.62184  1.28188  0.252
H  3.35427  1.21681  1.17193  0.234
H  2.43464  -0.73328  -2.29943  0.277
H  1.08210  0.73592  -2.18095  0.290
H  2.82399  0.99958  -1.74842  0.241
H  -2.55075  0.33937  -2.25134  0.172
H  -2.07618  1.36301  -0.83034  0.208
H  -0.80331  -1.12554  -1.23778  0.376

---

Record 4
Here is a gas-phase ion, C5H12NOS (charge -1) from the Open Molecules 2025 dataset. Energies are from ωB97M-V with the def2-TZVPD basis set.

Summary:
Energy ... -725.863462 hartree
Relative energy (zero: lowest compared OMol25 entry of this formula, charge and spin) ... 57.18 kcal per mole
Gap between HOMO and LUMO ... 5.671 eV
Net charge ... -1
HOMO ... -2.4 eV

Each line ends with the natural charge from an NBO analysis.
Geometry (Å):
O  -0.12540  -3.12497  -1.93932  -0.724
C  -0.07560  -2.62124  -0.61548  -0.066
C  0.60068  -1.27424  -0.38927  -0.463
C  -0.25121  -0.03627  -0.71408  -0.224
N  -0.97832  0.54251  0.43411  -0.668
C  -0.22765  1.42161  1.45457  -0.229
C  0.47091  2.69576  0.92516  -0.574
S  -0.83043  3.86686  0.61160  -0.706
H  0.36993  -2.40178  -2.42653  0.461
H  0.18379  -3.50233  0.07585  0.151
H  -1.12250  -2.58392  -0.20672  0.164
H  0.78504  -1.36736  0.66462  0.234
H  1.59674  -1.32190  -0.90673  0.188
H  0.49359  0.69222  -1.21720  0.168
H  -1.07236  -0.23392  -1.49946  0.195
H  -1.74910  1.19595  0.06783  0.387
H  0.53890  0.71314  1.87256  0.144
H  -0.89802  1.70845  2.26014  0.208
H  1.27150  3.12946  1.64190  0.180
H  1.01950  2.50198  -0.09354  0.172

---

Record 5
Here is a molecular structure, C5H12NS from the Open Molecules 2025 dataset. Energies are from ωB97M-V with the def2-TZVPD basis set.

Summary:
Energy ... -650.469666 hartree
Relative energy (zero: lowest compared OMol25 entry of this formula, charge and spin) ... 76.05 kcal per mole
Gap between HOMO and LUMO (alpha / beta) ... 9.097 / 6.755 eV
Multiplicity ... 2
Net charge ... 0
Expectation value of S² ... 0.753
HOMO (alpha / beta) ... -9.1 / -9.1 eV

Each line ends with the Löwdin spin population.
Geometry (Å):
C  0.11910  -0.48423  2.16356  0.000
N  -0.97086  -0.21132  1.20169  -0.002
C  -0.19688  0.64936  0.50951  0.003
C  1.06733  0.36267  -0.29027  0.080
S  1.09151  1.44773  -1.85406  0.872
C  -1.64776  -0.94333  -2.76690  0.011
C  -0.34255  -1.61680  3.22957  0.000
H  0.47883  0.34782  2.81072  0.000
H  1.06301  -0.89844  1.79447  0.000
H  -0.71229  -1.11050  -3.31708  0.004
H  -0.80426  1.47567  0.15729  0.000
H  1.02896  -0.64300  -0.70969  0.018
H  1.98415  0.44049  0.25486  0.011
H  -1.34956  -0.55888  -1.81913  0.004
H  -2.15176  -0.13387  -3.29674  0.000
H  -2.34064  -1.74361  -2.73032  0.001
H  -0.43719  -2.62024  2.82307  0.000
H  -1.42041  -1.38010  3.38327  0.000
H  0.14849  -1.71185  4.20077  0.000

---

Record 6
Here is C5H12NS in the gas phase from the Open Molecules 2025 dataset. Energies are from ωB97M-V with the def2-TZVPD basis set.

Summary:
Energy ... -650.528333 hartree
Relative energy (zero: lowest compared OMol25 entry of this formula, charge and spin) ... 39.23 kcal per mole
Gap between HOMO and LUMO (alpha / beta) ... 10.193 / 7.059 eV
Multiplicity ... 2
Net charge ... 0
Expectation value of S² ... 0.753
HOMO (alpha / beta) ... -9.2 / -9.1 eV

Each line ends with the Löwdin spin population.
Geometry (Å):
C  -0.73283  -1.57910  -1.74366  0.000
N  -0.77977  -0.87939  -0.44843  0.000
C  0.37613  0.02670  -0.03533  0.000
C  -0.07833  0.80425  1.25635  0.069
S  0.85700  2.47155  1.71809  0.901
C  1.71373  -0.62149  -0.06527  0.002
C  -2.05359  -2.33135  -1.98207  0.000
H  0.17978  -2.36560  -1.85078  0.000
H  -0.85839  -0.89124  -2.65065  0.000
H  -1.52728  -0.18672  -0.55573  0.000
H  0.50506  0.96526  -0.70764  0.000
H  0.01686  0.00339  2.11113  0.009
H  -1.13788  1.13688  1.05808  0.017
H  1.68153  -1.63330  0.29325  0.000
H  2.06683  -0.89991  -1.05698  0.000
H  2.60003  -0.18311  0.37634  0.002
H  -2.16219  -2.96636  -1.14548  0.000
H  -2.11277  -2.63103  -3.03430  0.000
H  -2.85583  -1.53137  -1.76790  0.000